(1)
C22H44IrN5O2SSi as an isolated structure in a non-equilibrium geometry. Source: the OMol25 dataset; level of theory: the ωB97M-V functional and the def2-TZVPD basis.

```
76
Properties=species:S:1:pos:R:3:mulliken_charge:R:1
Ir 1.06240 -1.04808 0.65592 1.4670
C 1.73112 -0.04112 -3.76385 -2.8436
C 1.87036 -1.07583 -2.68311 1.9875
C 3.06975 -1.18397 -1.96691 1.1287
C 4.28561 -0.44075 -2.45122 -2.2926
C 3.15620 -2.05517 -0.87216 0.8614
C 4.43325 -2.22308 -0.09226 -2.3687
C 2.06115 -2.90053 -0.54171 -0.0515
C 2.33560 -4.09541 0.33927 -1.7596
C 0.87149 -2.83089 -1.32286 1.8024
C -0.24222 -3.81142 -1.08033 -2.6395
C 0.80159 -1.93933 -2.40717 0.6182
C -0.38021 -1.98532 -3.33439 -2.3072
H 2.00049 -0.45262 -4.73750 0.4697
H 2.36770 0.81716 -3.57090 0.5131
H 0.70684 0.31826 -3.82107 0.5212
H 4.37868 0.55130 -2.00810 0.3063
H 4.24372 -0.31717 -3.52881 0.5104
H 5.19084 -0.99680 -2.23067 0.4526
H 4.95400 -3.12111 -0.42582 0.4624
H 4.22738 -2.34216 0.96958 0.3829
H 5.11375 -1.38484 -0.21131 0.6420
H 1.47220 -4.74010 0.43668 0.4350
H 2.65511 -3.82014 1.34150 0.3848
H 3.13700 -4.68036 -0.11172 0.3765
H -0.35835 -4.02320 -0.02100 0.4990
H -0.03393 -4.74941 -1.59552 0.4208
H -1.19212 -3.43272 -1.43938 0.5053
H -0.70178 -3.01152 -3.48750 0.4844
H -0.13101 -1.57742 -4.30798 0.5020
H -1.22264 -1.42222 -2.93438 0.2769
N 2.96857 0.68037 0.61686 -0.2512
N 3.05880 1.31830 1.86773 -0.4784
C 1.90234 1.48494 2.59198 0.0309
N 1.93972 2.30960 3.65395 -0.3458
N 0.84610 0.83559 2.15804 0.2640
N -0.29769 0.83627 2.82844 0.2862
O -1.33507 0.40149 2.06883 -0.3236
O -0.52754 1.47672 3.87163 -0.6176
H 3.83932 0.18506 0.44402 0.2278
H 2.80188 1.34482 -0.14092 0.2474
H 3.74433 2.05922 1.97294 0.2714
H 2.82233 2.62289 4.01661 0.2212
H 1.13669 2.25218 4.27911 0.2694
C -0.72235 1.04442 -0.64910 -0.0315
Si -2.01302 1.22798 0.76429 0.4297
C -3.48988 0.03021 0.43200 1.8816
C -4.49028 0.01651 1.58985 -1.9873
C -2.91937 -1.38384 0.26401 -1.6367
C -4.21837 0.42067 -0.85519 -1.8321
C -2.24384 3.10841 1.18874 2.0017
C -3.06975 3.27366 2.46753 -1.7677
C -0.88308 3.78131 1.42357 -1.8245
C -2.94054 3.83621 0.03612 -1.8418
H -1.17493 0.97732 -1.63231 0.5147
H -0.15751 0.10178 -0.47466 -1.1117
H -0.00316 1.85607 -0.67645 0.2816
H -3.99108 -0.19681 2.53094 0.3381
H -5.24316 -0.75155 1.42176 0.4782
H -5.00422 0.96928 1.67774 0.3956
H -2.40624 -1.70623 1.16653 0.2303
H -2.21570 -1.42300 -0.56467 0.0411
H -3.72603 -2.08571 0.06098 0.6135
H -4.67839 1.39983 -0.76451 0.3760
H -5.00560 -0.29855 -1.07164 0.4771
H -3.54165 0.44114 -1.70594 0.2574
H -2.60054 2.76234 3.30461 0.3023
H -4.07576 2.88413 2.34448 0.3396
H -3.14640 4.33077 2.71721 0.5102
H -0.40329 3.40213 2.32115 0.3406
H -1.03804 4.84960 1.56520 0.5885
H -0.21188 3.65319 0.57727 0.3337
H -3.95013 3.46444 -0.10877 0.3750
H -2.39186 3.71850 -0.89521 0.3737
H -3.00462 4.90009 0.25845 0.4875
S 0.19693 -2.39580 2.26147 -0.4841
```

Its spin multiplicity is 2. Its max |F| is 2.76 eV Å⁻¹. As for the expectation value of S²: 0.7720. For the LUMO energy (spin up / spin down), the calculation gives -5.25 / -5.11 eV. The HOMO energy (spin up / spin down) is -9.46 / -9.36 eV. As for the charge: +1. For the relative energy (zero: lowest compared OMol25 entry of this formula, charge and spin), the calculation gives 78.7 kcal/mol.

***

(2)
A 2-piece molecular cluster, C2H8S overall in a non-equilibrium geometry. Source: the OMol25 dataset; level of theory: the ωB97M-V functional and the def2-TZVPD basis.

```
11
Properties=species:S:1:pos:R:3:mulliken_charge:R:1
C -6.65518 -3.14626 0.68282 -1.0649
H -6.34300 -3.64726 -0.17972 0.2713
H -5.81199 -2.96793 1.21923 0.3040
H -7.31418 -3.62972 1.44922 0.2212
H -6.98570 -2.21676 0.32452 0.2685
C 2.57082 2.45888 -0.10634 -0.6975
S 2.56765 0.49576 -0.42731 -0.1960
H 3.51990 2.82679 -0.02576 0.3021
H 2.09258 2.90655 -1.05024 0.2203
H 1.87345 2.75854 0.78994 0.2517
H 2.39257 0.16194 0.85098 0.1194
```

Its max |F| is 4.99 eV Å⁻¹. For the LUMO energy, the calculation gives 0.92 eV. The HOMO energy is -9.23 eV. For the relative energy (zero: lowest compared OMol25 entry of this formula, charge and spin), the calculation gives 21.6 kcal/mol.

***

(3)
C15H15ClN2OS as an isolated structure in a non-equilibrium geometry. Source: the OMol25 dataset; level of theory: the ωB97M-V functional and the def2-TZVPD basis.

```
35
Properties=species:S:1:pos:R:3:mulliken_charge:R:1
C 4.47289 2.79173 0.93104 -0.9569
H 5.33224 2.59673 0.07474 0.2710
O 3.33016 2.35272 0.44798 -0.3907
C 3.12948 0.88970 0.21191 0.4763
C 4.12870 -0.16936 0.22869 -0.3283
C 3.84410 -1.42540 0.16151 -0.5217
C 2.57271 -1.88676 -0.16892 0.3733
C 1.59442 -0.84224 -0.61961 -0.8824
C 1.74629 0.50409 -0.28121 -0.1950
N 0.85273 1.39944 -0.33905 -0.2329
C -0.60805 1.55805 -0.23178 0.1849
N -1.15110 0.30899 0.16537 -0.2424
C -2.33921 -0.42543 0.28171 0.9752
C -3.40667 0.35798 -0.29424 -0.4237
C -4.71622 -0.26329 -0.29904 0.4693
C -4.98078 -1.32674 0.84260 -0.6609
C -3.81177 -1.98403 1.48323 -0.7322
C -2.61471 -1.35863 1.35451 -0.6790
H -1.64374 -1.61105 1.76732 0.3207
H -4.03919 -2.59337 2.23368 0.4869
H -5.94834 -1.70614 0.75854 0.3709
C -5.95671 0.40925 -0.81938 -1.2103
H -5.72283 1.50006 -1.05611 0.3179
H -6.85583 0.17266 -0.31651 0.3806
H -5.86144 0.02032 -2.20350 0.2188
H -3.18424 1.10278 -1.03245 0.2561
H -0.35824 -0.55549 0.74302 0.2272
S -1.37497 2.85068 -0.74253 -0.4067
H 1.08129 2.35200 -0.34898 0.2562
H 0.71434 -1.24998 -0.83337 1.1756
Cl 2.41063 -3.31602 -0.76203 -0.2332
H 4.67258 -2.06851 0.10854 0.3883
H 5.10873 0.36663 0.73335 0.1488
H 4.24324 3.73644 0.92668 0.3763
H 4.72868 2.31648 1.80641 0.4218
```

Its max |F| is 11.54 eV Å⁻¹. For the LUMO energy, the calculation gives -0.15 eV. The HOMO energy is -7.87 eV. For the relative energy (zero: lowest compared OMol25 entry of this formula, charge and spin), the calculation gives 249.5 kcal/mol.

***

(4)
A 13-piece molecular cluster, C30H54O29 overall in a non-equilibrium geometry. Source: the OMol25 dataset; level of theory: the ωB97M-V functional and the def2-TZVPD basis.

```
113
Properties=species:S:1:pos:R:3:mulliken_charge:R:1
C 3.89068 0.28326 5.25434 -0.0931
C 3.84406 0.34738 3.71232 0.5051
O 4.94186 -0.49160 3.32284 -0.3215
C 5.73252 -0.68357 4.36990 0.5193
O 6.78560 -1.23764 4.32680 -0.5597
O 5.22466 -0.14989 5.50705 -0.3725
H 3.10268 -0.39007 5.58679 0.1899
H 3.66740 1.27591 5.63854 0.2453
H 3.86141 1.37068 3.33945 0.1018
H 2.98199 -0.16305 3.28214 -0.2138
C 0.32335 1.86143 4.85583 0.7910
C -0.53995 2.59984 5.86559 -0.3694
O -0.28479 1.98485 7.11673 -0.3605
C 0.61663 0.99649 6.97297 0.5625
O 1.09242 0.34126 7.83796 -0.5394
O 0.83668 0.79767 5.65291 -0.1953
H 1.16440 2.43657 4.46676 0.0225
H -0.21698 1.45579 4.00272 -0.4983
H -1.59921 2.60826 5.61440 0.2864
H -0.20921 3.64007 5.91697 0.2913
C 1.86393 0.05059 -5.29768 -0.4033
C 0.77192 0.54394 -4.33732 0.1921
O 1.38060 0.27026 -3.09867 0.2752
C 2.71259 0.21960 -3.21303 0.2566
O 3.44177 0.14960 -2.28189 -0.5249
O 3.06154 0.21899 -4.52816 -0.4069
H 1.85355 0.73907 -6.14490 0.3589
H 1.83677 -0.97236 -5.67133 0.1823
H -0.11551 -0.07630 -4.46993 -0.0550
H 0.47201 1.58116 -4.47003 0.1605
C 2.79164 -1.44265 0.35127 1.2637
C 4.22280 -1.83143 -0.03722 -0.1832
O 4.29101 -3.17524 0.45108 -0.3853
C 3.18507 -3.49388 1.14940 0.5193
O 2.99957 -4.54004 1.69925 -0.6074
O 2.36652 -2.45145 1.24692 -0.1068
H 2.16436 -1.39594 -0.54309 -0.6920
H 2.69227 -0.47294 0.83853 -0.2963
H 4.98341 -1.18694 0.41164 0.2233
H 4.42310 -1.69325 -1.09776 0.3103
C -0.10833 -3.56395 -4.63936 -0.5155
C 1.13459 -4.25617 -4.10802 -0.4249
O 0.92167 -4.21344 -2.71173 -0.3374
C 0.15597 -3.14941 -2.43711 0.1510
O -0.01836 -2.70232 -1.34688 -0.1015
O -0.44373 -2.68567 -3.55528 -0.2275
H -0.88458 -4.29058 -4.88351 0.3134
H 0.04096 -2.98655 -5.55060 0.3375
H 2.10043 -3.83686 -4.39736 0.2732
H 1.15451 -5.25905 -4.53959 0.3451
C -0.45111 0.54691 -0.49809 1.2501
C -0.64343 -0.40535 0.66820 0.1884
O -0.09994 0.35883 1.73654 -0.0024
C 0.74892 1.28191 1.26060 -0.0253
O 1.59036 1.84506 1.87861 -0.3093
O 0.61018 1.37961 -0.08069 -0.1717
H -1.36048 1.11702 -0.68581 -0.2460
H -0.16462 -0.05622 -1.35409 -0.7971
H -0.20487 -1.39168 0.51246 -0.3349
H -1.68853 -0.68497 0.81350 0.3621
C -2.76321 4.98062 -3.74181 -0.4607
C -1.69206 4.69337 -4.80812 -0.3990
O -1.41752 3.30192 -4.68339 -0.3846
C -2.09906 2.78642 -3.60293 0.3906
O -1.93282 1.68685 -3.20008 -0.0396
O -2.88953 3.73460 -3.09092 -0.3272
H -3.71733 5.31228 -4.15088 0.3471
H -2.43255 5.73482 -3.02709 0.2810
H -0.77127 5.21336 -4.54201 0.2995
H -2.02297 4.97378 -5.80442 0.3054
C -3.99110 -2.61910 -2.94972 -0.2997
C -3.37106 -1.45756 -2.16604 0.7521
O -3.96292 -0.31842 -2.78772 -0.2017
C -4.37841 -0.65324 -4.03188 0.6146
O -4.75815 0.11371 -4.84579 -0.5428
O -4.33541 -1.99661 -4.18602 -0.4004
H -4.89921 -3.06429 -2.54229 0.2760
H -3.27200 -3.40673 -3.17317 0.1993
H -2.28836 -1.48437 -2.26114 -0.5017
H -3.67863 -1.52758 -1.12542 0.1774
O -4.58593 2.59448 -1.03424 -0.6690
H -4.93779 3.36200 -1.49223 0.2591
H -3.78946 2.36793 -1.52180 0.4166
O 2.57399 4.76340 3.25542 -0.6362
H 2.77614 5.45842 2.62178 0.2846
H 1.93096 4.19670 2.80692 0.3414
C -2.63601 -5.86245 0.74416 -1.3994
C -1.96200 -4.50713 0.70388 0.3243
O -2.82774 -3.43990 1.02399 -0.3343
H -3.45779 -5.93703 0.03753 0.2892
H -2.98206 -5.99266 1.77823 0.3855
H -1.87995 -6.64369 0.64977 0.3915
H -1.45044 -4.44906 -0.26259 0.0319
H -1.07462 -4.51084 1.35430 0.1940
H -3.05713 -3.57764 1.94748 0.1438
C 0.41027 4.29129 -1.50326 -0.8003
C 1.17647 4.94421 -0.36960 -0.0506
O 2.23511 5.70327 -0.93100 -0.5538
H 1.00360 3.66842 -2.17198 0.2477
H -0.06991 5.05373 -2.13209 0.4004
H -0.46155 3.72170 -1.16970 0.1489
H 1.56835 4.13714 0.25995 -0.0013
H 0.45995 5.58020 0.16249 0.3105
H 2.68136 6.14522 -0.20172 0.3048
C -2.00068 -2.51221 3.95169 -1.0970
C -1.96271 -0.99905 3.94896 0.8457
O -2.89489 -0.54431 4.94968 -0.6521
H -1.30952 -2.96388 3.23724 0.1631
H -3.00839 -2.79902 3.63298 0.2271
H -1.87093 -2.96660 4.93130 0.4277
H -2.31923 -0.56835 3.01402 0.1973
H -0.98275 -0.62892 4.25201 -0.3804
H -3.62588 -0.06078 4.56537 0.3538
```

Its max |F| is 1.98 eV Å⁻¹. For the LUMO energy, the calculation gives -0.16 eV. The HOMO energy is -10.34 eV.

***

Which value of max |F| does entry 2 give? 4.99 eV Å⁻¹

***

max |F| of number 1 (C22H44IrN5O2SSi)? 2.76 eV Å⁻¹

***

Which formula does entry 1 have? C22H44IrN5O2SSi